(1)
A cluster of 3 separate species, C7H17NO2 in total, computed with wB97M-V/def2-TZVPD.

XYZ file:
```
27
Properties=species:S:1:pos:R:3:forces:R:3:mulliken_charge:R:1
C 0.8006 3.5208 0.7189 0.041 -0.049 -0.757 -1.159
C 0.1279 2.4633 -0.1190 1.185 0.341 0.327 -0.221
C 0.2637 1.1596 0.0470 -0.872 -0.936 -0.698 0.021
C -0.4416 0.1948 -0.9085 0.568 0.065 0.504 -0.531
C 0.2241 -1.1592 -0.9912 0.270 1.008 -0.375 0.180
C 1.4093 -1.2094 -1.9140 -0.321 -0.732 -0.026 -1.338
C -0.1706 -2.1446 -0.1999 0.234 -0.380 -0.106 -0.113
N 0.3644 -3.4865 -0.2237 -0.547 0.231 0.106 -0.692
H 1.1434 4.3207 0.0576 0.114 -0.027 0.054 0.322
H 1.6662 3.1122 1.2301 -0.033 -0.004 0.280 0.324
H 0.1249 3.9957 1.4117 -0.254 0.049 0.440 0.280
H -0.3239 2.8070 -1.0394 -0.449 0.046 -0.004 0.365
H 0.7835 0.6411 0.8458 0.171 0.563 0.267 0.311
H -0.4780 0.6890 -1.8780 -0.180 -0.212 -0.208 0.389
H -1.4539 0.0339 -0.5695 -0.392 0.041 0.018 -0.036
H 1.1536 -0.9488 -2.9427 -0.107 0.100 0.048 0.322
H 1.8322 -2.2138 -1.9309 0.191 0.096 -0.042 0.352
H 2.1618 -0.5074 -1.5718 0.208 0.174 0.042 0.300
H -0.9498 -1.9384 0.5306 -0.128 -0.271 -0.120 0.375
H 1.3511 -3.4899 -0.0469 0.442 -0.015 0.174 0.278
H 0.2380 -3.8838 -1.1455 -0.065 -0.097 0.006 0.291
O 1.7109 0.1445 3.2471 0.689 0.159 0.110 -0.648
H 2.2454 -0.5720 2.8710 -0.629 0.200 0.096 0.310
H 0.7830 -0.0082 3.0710 -0.063 -0.385 -0.178 0.316
O -4.0414 0.4240 -0.4373 0.086 0.207 0.091 -0.646
H -4.1277 1.3745 -0.5684 -0.119 -0.035 -0.106 0.324
H -3.3312 0.3648 0.2095 -0.042 -0.138 0.056 0.324
```
Forces are in eV/Å.

Values from the calculation:
Energy relative to the best compared isomer or geometry (same formula, charge and spin) in kcal/mol: 54.47
E_LUMO in hartree: 0.0224
SMILES: C/C=C/C/C(C)=C/N.O.O
Calculated total energy in eV: -13118.37869
HOMO level in eV: -9.348
Gap between HOMO and LUMO in eV: 9.96

(2)
A structure of composition C28H37ClFN5O2Pd, computed with wB97M-V/def2-TZVPD.

XYZ file:
```
75
Properties=species:S:1:pos:R:3:forces:R:3:mulliken_charge:R:1
Pd -1.9227 1.8842 0.7333 0.296 -1.204 -0.493 -0.110
N -5.8993 3.7556 0.7179 -0.025 -0.019 0.049 -0.415
C -4.9076 2.8237 0.8255 0.099 0.152 0.272 0.624
O -4.5053 2.2097 -0.1384 -0.445 -0.165 -0.494 -0.601
C -4.3630 2.6149 2.2328 -0.286 0.128 0.130 -0.669
C -3.2480 1.5963 2.2775 -0.009 0.476 -0.598 -1.315
H -6.1792 4.0300 -0.2081 -0.018 -0.001 0.026 0.259
H -6.1215 4.3591 1.4896 0.040 0.015 -0.039 0.193
H -5.2352 2.3474 2.8531 0.169 -0.052 0.039 0.505
H -4.0076 3.5824 2.6036 -0.123 -0.063 -0.075 0.297
H -3.6359 0.5994 2.0541 0.112 -0.015 0.222 0.497
H -2.6762 1.6257 3.2068 -0.163 -0.064 0.016 0.349
F -1.3949 7.8912 0.1545 -0.018 -0.040 0.014 -0.376
C -1.5573 6.5544 0.3394 0.001 0.020 0.023 0.550
C -1.6250 6.0577 1.6286 0.072 0.106 -0.257 -0.730
C -1.7834 4.6904 1.7944 0.083 -0.066 0.068 -0.257
C -1.8830 3.8072 0.7129 -0.268 0.896 0.839 0.109
C -1.8220 4.3704 -0.5621 -0.008 -0.210 -0.231 -0.122
C -1.6526 5.7344 -0.7651 0.080 0.203 0.082 -0.850
H -1.5467 6.7335 2.4675 0.015 0.057 0.071 0.433
H -1.8155 4.2988 2.8064 -0.018 -0.011 -0.026 0.445
H -1.9221 3.7358 -1.4426 -0.040 0.028 0.064 0.472
H -1.6061 6.1628 -1.7564 -0.008 0.028 -0.053 0.404
C 0.1939 -6.0597 -0.0991 -0.017 -0.013 -0.030 -1.897
C 1.4771 -5.2658 0.1879 -0.012 0.085 -0.099 1.810
C 1.9422 -5.5789 1.6118 0.003 -0.022 0.018 -1.961
C 2.5426 -5.7661 -0.7942 0.029 -0.032 -0.036 -1.845
C 1.2212 -3.7243 -0.0287 -0.047 0.210 0.124 2.141
O 0.7816 -3.4897 -1.3548 -0.037 -0.059 0.061 -0.664
C 2.5097 -2.9157 0.2809 -0.209 -0.068 0.204 -1.423
C 2.5208 -1.3984 0.0473 -0.049 -0.030 -0.137 -1.267
C 2.3462 -0.9635 -1.3907 0.136 -0.066 0.002 0.221
C 1.4144 0.0008 -1.7502 -0.001 -0.141 -0.007 0.194
C 1.2567 0.3969 -3.0689 0.046 -0.037 -0.038 -1.651
C 2.0510 -0.1773 -4.0434 -0.042 0.075 -0.156 0.214
Cl 1.8480 0.2933 -5.7069 0.014 0.002 0.048 -0.231
C 3.0099 -1.1198 -3.7164 -0.019 0.001 0.034 -0.878
C 3.1522 -1.5017 -2.3935 0.003 0.061 0.065 0.020
C 0.0392 -3.3002 0.9011 0.364 0.031 0.304 -1.908
N -0.7639 -2.1716 0.4839 -0.189 -0.138 -0.480 1.020
C -0.8285 -0.9430 0.9833 0.103 0.243 -0.077 -0.273
N -1.7259 -0.2332 0.3174 0.235 -0.093 0.705 0.235
C -2.2310 -1.1221 -0.5699 0.050 0.010 -0.201 -0.693
N -1.6764 -2.3051 -0.5071 -0.002 -0.204 0.002 -0.974
H 0.4501 -7.0985 -0.3030 0.011 -0.064 -0.003 0.496
H -0.3333 -5.6635 -0.9649 -0.004 0.030 -0.056 0.353
H -0.4925 -6.0699 0.7462 -0.024 0.007 0.051 0.416
H 1.9877 -6.6595 1.7484 -0.002 -0.062 -0.017 0.515
H 1.2548 -5.1944 2.3644 -0.067 0.041 0.053 0.341
H 2.9347 -5.1864 1.8238 0.076 0.038 -0.002 0.361
H 2.6869 -6.8368 -0.6498 -0.006 -0.037 0.016 0.518
H 3.5150 -5.2971 -0.6548 0.033 0.035 0.027 0.348
H 2.2331 -5.6287 -1.8309 -0.030 0.017 -0.041 0.410
H 1.5348 -3.5639 -1.9501 0.007 0.066 -0.014 0.500
H 3.3393 -3.3412 -0.2848 -0.051 -0.070 -0.032 0.173
H 2.7517 -3.0881 1.3324 0.051 0.026 -0.021 0.600
H 3.4897 -1.0265 0.3991 -0.015 -0.072 0.004 0.624
H 1.7851 -0.8986 0.6702 -0.160 0.073 0.038 0.036
H 0.7856 0.4406 -0.9928 -0.158 0.039 0.169 1.103
H 0.5194 1.1372 -3.3410 -0.066 0.042 -0.021 0.571
H 3.6369 -1.5401 -4.4877 0.038 -0.037 -0.054 0.440
H 3.9166 -2.2262 -2.1408 0.035 -0.047 0.006 0.419
H 0.4466 -3.0365 1.8807 -0.045 -0.070 -0.054 0.363
H -0.6616 -4.1172 1.0435 0.091 -0.034 -0.074 0.261
H -0.2311 -0.5842 1.8020 0.064 0.082 0.047 0.604
H -3.0050 -0.8805 -1.2738 -0.117 0.047 -0.047 0.529
C 2.1615 4.5824 0.1071 0.013 0.135 -0.049 -1.115
C 2.1743 3.0756 -0.1279 -0.022 -0.058 0.062 0.103
C 1.3302 2.3775 0.8425 -0.476 -0.285 0.070 0.259
N 0.5767 1.8405 1.5336 0.938 0.050 -0.080 -0.405
H 2.7641 5.0758 -0.6549 -0.018 0.011 0.019 0.406
H 2.5699 4.8299 1.0846 0.016 0.001 0.035 0.354
H 1.1435 4.9678 0.0539 -0.015 0.009 -0.003 0.076
H 3.1824 2.6577 -0.0710 -0.033 0.054 -0.006 0.408
H 1.7822 2.8325 -1.1188 0.040 0.017 0.023 0.054
```
Forces are in eV/Å.

Values from the calculation:
Energy relative to the best compared isomer or geometry (same formula, charge and spin) in kcal/mol: 28.69
E_LUMO in hartree: 0.0128
Calculated total energy in eV: -59900.96160
HOMO level in eV: -6.724
Gap between HOMO and LUMO in eV: 7.07

(3)
A structure of composition C13H24N4O5S2Ti, computed with wB97M-V/def2-TZVPD.

XYZ file:
```
49
Properties=species:S:1:pos:R:3:forces:R:3:lowdin_spin:R:1
O 0.6338 4.0687 -2.9712 0.329 -0.458 -0.283 0.001
H 1.3021 4.2533 -3.6549 -0.370 0.153 0.581 0.000
Ti 0.0143 -0.0573 0.1066 -0.900 1.741 -0.642 1.241
N 1.1487 -1.6750 0.4711 -0.177 -0.002 0.065 -0.067
N 1.8532 0.7256 -0.0346 -0.404 -0.672 -0.124 -0.073
O 0.7249 -3.0324 0.7384 -0.038 0.537 -0.611 -0.012
O 2.2105 2.0956 -0.2595 -0.174 -0.450 0.001 -0.010
C 2.5224 -1.4452 0.4781 -0.915 -0.932 0.359 -0.021
C 2.8835 -0.1550 0.2695 -0.227 1.657 -0.483 -0.016
C 3.4656 -2.5494 0.7466 1.530 -0.518 0.269 -0.002
C 4.2870 0.3250 0.3256 1.428 -0.268 0.206 -0.001
H 3.1297 -3.5717 0.5147 -0.313 0.604 0.026 0.000
H 3.7929 -2.5490 1.8053 -0.116 -0.106 -0.351 -0.001
H 4.3797 -2.3934 0.1419 -0.334 -0.106 0.331 0.000
H 4.4474 1.3918 0.5447 -0.575 -0.376 -0.169 0.000
H 4.8226 0.1079 -0.6190 -0.191 0.145 0.314 -0.001
H 4.8260 -0.2230 1.1201 -0.142 0.192 -0.358 0.000
H -0.2572 -2.9640 0.7260 1.173 -0.026 -0.204 0.001
H 1.4025 2.4902 -0.6520 0.591 -0.362 0.241 0.003
O 0.3155 0.3672 2.4458 -0.510 0.055 0.154 0.025
H 0.3983 -0.5153 1.9924 0.854 0.608 0.908 0.005
H 0.5344 1.0845 1.8232 0.737 0.020 0.509 0.007
C 0.3056 2.6820 -3.1628 0.217 0.080 -0.491 0.020
H -0.6468 2.4275 -2.6572 1.025 0.524 0.073 0.012
H 1.1600 2.0206 -2.8958 -0.604 0.235 0.209 0.002
H 0.1243 2.5257 -4.2259 -0.098 -0.220 -0.193 0.000
O -0.3519 -1.2020 -1.8357 -0.009 0.360 0.318 0.042
H 0.4429 -1.4588 -1.2897 -0.337 -0.785 -0.362 0.002
H -1.1381 -1.1414 -1.2492 0.078 -0.735 -0.808 0.007
C -2.2218 0.7756 -2.7845 0.056 -0.005 -0.900 0.062
C -2.1854 1.5949 -1.5656 -0.925 1.151 -0.732 0.421
N -1.5219 1.2881 -0.4291 -0.354 -1.276 1.416 0.159
C -2.4610 1.3954 0.6543 -0.781 2.103 -2.416 0.040
C -3.5465 2.2164 0.4014 0.467 -0.887 0.212 -0.031
S -3.6444 2.5710 -1.2849 0.566 0.164 0.427 0.092
C -2.5930 0.2452 1.4439 -0.142 -2.259 1.176 0.012
C -3.6506 0.0012 2.2577 -0.253 -0.192 0.653 0.008
S -3.5020 -1.5245 3.0163 0.930 0.329 -0.684 0.007
C -1.9839 -1.8118 2.1617 -1.723 1.524 0.803 0.025
N -1.6960 -0.8623 1.2820 -0.909 0.077 1.446 0.008
C -1.1558 -2.8484 2.8206 0.155 -1.167 0.542 0.004
H -2.8297 -0.1302 -2.6383 0.048 -0.073 -0.039 0.024
H -2.6892 1.3591 -3.5865 -0.007 -0.185 0.033 0.002
H -1.2324 0.4795 -3.1316 -0.098 -0.081 0.035 0.004
H -4.4371 2.3360 1.0312 0.659 0.044 -0.282 -0.001
H -4.4842 0.6763 2.4713 0.450 -0.462 -0.146 0.000
H -1.5358 -3.0494 3.8426 -0.036 0.296 -0.617 0.000
H -1.2395 -3.8256 2.3187 0.515 0.284 0.027 0.001
H -0.1235 -2.5190 2.9761 -0.148 -0.279 -0.436 0.000
```
Forces are in eV/Å.

Values from the calculation:
E_LUMO (spin up / spin down) in hartree: -0.0089 / -0.0065
Spin multiplicity: 3
Calculated total energy in eV: -74846.82146
HOMO level (spin up / spin down) in eV: -5.497 / -6.338
Gap between HOMO and LUMO (spin up / spin down) in eV: 5.26 / 6.16

(4)
A structure of composition C5H5NO2, computed with wB97M-V/def2-TZVPD.

XYZ file:
```
13
Properties=species:S:1:pos:R:3:forces:R:3:mulliken_charge:R:1
C 0.5625 0.0611 -0.6233 8.539 1.262 -2.105 0.128
C 1.1198 1.1533 0.4557 0.451 2.202 -0.455 0.071
C -0.7237 -0.2568 -0.2464 -2.732 -2.788 3.121 0.274
C -1.0508 -1.3008 0.6333 -3.299 2.210 -1.698 -0.721
C -1.6863 0.7379 -0.3508 -12.499 4.329 -1.422 0.137
H 2.2825 -0.9758 -0.6354 -2.461 -1.117 -0.091 0.357
H 1.0991 0.8342 -1.6438 -2.866 -2.695 2.403 0.301
H 1.4640 0.8182 1.5690 -0.850 0.581 -2.321 0.298
H -0.3818 -2.0659 1.0005 -0.061 0.049 -0.264 0.348
H -2.2609 -1.2813 0.8547 3.567 -0.395 -0.112 0.246
N -2.8781 1.2128 -0.4386 10.192 -3.351 0.747 -0.503
O 1.2948 -1.2710 -0.6301 1.990 3.574 0.298 -0.504
O 1.1587 2.3340 0.0553 0.030 -3.860 1.901 -0.431
```
Forces are in eV/Å.

Values from the calculation:
Energy relative to the best compared isomer or geometry (same formula, charge and spin) in kcal/mol: 137.97
E_LUMO in hartree: -0.0292
Calculated total energy in eV: -10845.33223
HOMO level in eV: -9.754
Gap between HOMO and LUMO in eV: 8.96

(5)
A structure of composition CH4N2Si, computed with wB97M-V/def2-TZVPD.

XYZ file:
```
8
Properties=species:S:1:pos:R:3:forces:R:3:mulliken_charge:R:1
C 0.9181 0.3062 -0.6771 2.667 2.666 -2.462 -0.075
N -0.2267 0.9777 -0.2383 -2.764 1.198 1.487 -0.376
N -0.2171 -0.4002 -0.9318 -3.382 -2.229 0.156 -0.381
Si -0.9461 -0.3358 0.7738 1.643 0.566 -2.904 0.515
H 1.3394 0.9281 -1.5963 -0.250 -1.768 1.901 0.179
H 1.5582 -0.1075 0.0276 1.883 -0.398 1.146 0.275
H -0.0564 -0.6654 1.8618 0.101 -0.380 0.497 -0.081
H -2.3695 -0.7030 0.7803 0.102 0.344 0.180 -0.056
```
Forces are in eV/Å.

Values from the calculation:
Energy relative to the best compared isomer or geometry (same formula, charge and spin) in kcal/mol: 77.20
E_LUMO in hartree: 0.0129
Calculated total energy in eV: -11955.99872
HOMO level in eV: -8.600
Gap between HOMO and LUMO in eV: 8.95

(6)
An isolated molecule of C5H10N2O2, computed with wB97M-V/def2-TZVPD.

XYZ file:
```
19
Properties=species:S:1:pos:R:3:forces:R:3:mulliken_charge:R:1
C -2.5031 -0.4472 -0.0442 -0.080 0.223 -0.259 -0.986
N -1.1296 -0.1202 0.2707 0.479 0.024 -0.273 -0.098
C -0.7160 1.2341 0.7132 0.130 -0.251 0.070 -0.702
C -0.2495 0.7419 -0.6110 -0.071 -0.391 0.162 0.660
O -0.3507 1.1512 -1.7644 -0.157 -0.043 0.174 -0.719
N 1.1380 -0.3152 -0.4620 -1.107 0.141 0.394 -0.080
C 2.4721 0.2793 -0.3026 -0.141 -0.293 0.200 -0.842
C 0.6541 -1.3082 0.5737 1.738 -0.249 -0.356 0.185
O 0.6591 -2.4839 0.3094 -0.648 0.686 0.006 -0.537
H -2.5406 -1.4750 -0.4084 -0.021 0.048 0.031 0.314
H -2.8974 0.2114 -0.8261 0.006 -0.027 -0.015 0.323
H -3.1438 -0.3588 0.8356 0.125 -0.028 0.032 0.316
H -1.4623 2.0190 0.6364 -0.020 -0.007 -0.087 0.335
H -0.1594 1.2632 1.6484 0.155 0.002 -0.094 0.161
H 1.0420 -0.7561 -1.3770 0.084 -0.085 0.098 0.363
H 2.5955 1.0882 -1.0218 -0.131 -0.040 0.007 0.319
H 2.5695 0.6725 0.7076 -0.003 0.036 -0.004 0.311
H 3.2346 -0.4828 -0.4691 0.042 0.092 0.030 0.337
H 0.7875 -0.9134 1.5917 -0.379 0.164 -0.116 0.341
```
Forces are in eV/Å.

Values from the calculation:
Energy relative to the best compared isomer or geometry (same formula, charge and spin) in kcal/mol: 96.39
E_LUMO in hartree: 0.0256
SMILES: CN1C[C@@]1([O-])[N@@H+](C)C=O
Calculated total energy in eV: -12419.29257
HOMO level in eV: -8.514
Gap between HOMO and LUMO in eV: 9.21